No. 1
{
  "formula": "C50H47AsN10O2PbS4Se",
  "method": "the ωB97M-V functional and the def2-TZVPD basis",
  "orbital_gap_ev": 4.437,
  "e_tot_ev": -246380.0655,
  "fmax_ev_per_a": 0.584,
  "e_homo_ev": -5.50,
  "molar_mass_da": 1309.344,
  "symbols": ["Pb", "N", "C", "S", "N", "N", "C", "C", "C", "C", "C", "C", "C", "C", "C", "C", "C", "C", "N", "H", "H", "H", "H", "H", "H", "H", "H", "H", "H", "H", "Se", "N", "C", "C", "C", "C", "C", "N", "C", "C", "N", "C", "C", "C", "C", "C", "N", "H", "H", "H", "H", "H", "H", "O", "C", "C", "C", "C", "C", "S", "C", "C", "C", "C", "S", "C", "C", "C", "C", "S", "H", "H", "H", "H", "H", "H", "H", "H", "H", "N", "C", "O", "C", "C", "C", "N", "C", "C", "H", "H", "H", "H", "H", "H", "C", "C", "As", "C", "C", "C", "C", "H", "H", "H", "H", "H", "H", "H", "H", "H", "H", "H", "H", "H", "H", "H"],
  "positions_angstrom": [[-0.48271, 0.02876, 0.36205], [4.32978, 0.85728, 2.73234], [3.01554, 0.71295, 3.03887], [1.61130, -2.45884, 0.96968], [2.10523, 1.19888, 2.34315], [0.93959, 1.46389, 1.99121], [0.36483, 2.64677, 2.41866], [1.18774, 3.62883, 3.15674], [0.88477, 4.01528, 4.46035], [1.67196, 4.93705, 5.13497], [2.79394, 5.47757, 4.52548], [3.11832, 5.09247, 3.23073], [2.32066, 4.18413, 2.55751], [-1.00124, 2.82217, 2.15201], [-1.68125, 4.02771, 2.52276], [-3.02626, 4.14761, 2.35474], [-3.76416, 3.08025, 1.80632], [-3.05147, 1.97885, 1.41090], [-1.72550, 1.83639, 1.53777], [4.98381, 0.31878, 3.26629], [4.64547, 1.19370, 1.83333], [0.02559, 3.57426, 4.95018], [1.41506, 5.22236, 6.14732], [3.41386, 6.18925, 5.05460], [3.99425, 5.50475, 2.74553], [2.58244, 3.88674, 1.54718], [-1.10680, 4.84006, 2.94352], [-3.52468, 5.06439, 2.64627], [-4.83656, 3.11809, 1.68852], [-3.56562, 1.13590, 0.96452], [-4.69572, 3.86308, -5.80205], [-4.93709, 2.35113, -4.88736], [-3.99198, 2.28898, -3.98770], [-3.86262, 1.20212, -3.02137], [-4.77841, 0.15253, -2.96273], [-4.61801, -0.82501, -2.00532], [-3.54353, -0.71914, -1.12556], [-2.67266, 0.27532, -1.17401], [-2.80566, 1.22464, -2.10517], [-1.81392, 2.32324, -2.12604], [-0.79382, 2.25500, -1.26621], [0.07556, 3.24893, -1.21561], [-0.00644, 4.37241, -2.03724], [-1.02859, 4.43592, -2.95776], [-1.95527, 3.39467, -3.01356], [-3.05670, 3.38682, -3.97131], [-3.25650, 4.32654, -4.85644], [-5.59904, 0.13153, -3.66726], [-5.30581, -1.65451, -1.92447], [-3.36953, -1.45586, -0.34668], [0.86850, 3.14771, -0.48116], [0.72280, 5.16518, -1.94803], [-1.13594, 5.27254, -3.63492], [-1.44680, -1.79645, 1.51720], [-0.81118, -2.44755, 2.54124], [-1.80478, -3.37711, 3.24190], [-3.14411, -3.40624, 3.00772], [-3.83299, -4.33689, 3.83445], [-2.99839, -4.98870, 4.68674], [-1.37935, -4.45836, 4.50890], [0.32901, -3.33358, 1.93006], [1.70936, -3.60822, 2.42453], [2.12392, -4.98703, 2.13706], [1.20384, -5.69002, 1.47441], [-0.27771, -4.84740, 1.14357], [-0.36820, -1.43821, 3.61726], [-1.05831, -0.28390, 3.82924], [-0.63232, 0.44050, 4.97218], [0.36163, -0.19643, 5.64451], [0.79417, -1.65897, 4.87468], [-3.60015, -2.78117, 2.25627], [-4.89759, -4.51458, 3.79101], [-3.24194, -5.74641, 5.41280], [2.10772, -3.09259, 3.28392], [3.08777, -5.37190, 2.43414], [1.30424, -6.70603, 1.12465], [-1.87585, 0.00794, 3.19427], [-1.05547, 1.38729, 5.27593], [0.89584, 0.12992, 6.52137], [-0.58783, -5.48903, -5.71817], [-0.48757, -5.59232, -4.36653], [-0.32221, -6.65454, -3.80439], [-0.58803, -4.30355, -3.59472], [-0.93820, -4.37097, -2.25597], [-1.03099, -3.19259, -1.52934], [-0.77321, -1.99685, -2.05264], [-0.42669, -1.93758, -3.33467], [-0.32693, -3.05370, -4.14828], [-0.57258, -6.34268, -6.24903], [-0.88767, -4.64469, -6.16782], [-1.12250, -5.33020, -1.79326], [-1.31126, -3.19027, -0.48031], [-0.20673, -0.94903, -3.72619], [-0.01107, -2.93430, -5.17669], [3.06651, -2.72095, -2.35010], [3.02751, -1.39458, -3.09931], [2.36791, 0.07189, -1.96643], [3.93267, 0.34279, -0.80297], [5.29787, 0.45364, -1.46500], [2.65511, 1.54724, -3.24231], [1.51701, 1.62855, -4.25443], [3.35984, -3.53916, -3.01058], [2.09271, -2.96591, -1.92113], [3.77717, -2.69171, -1.52215], [2.34416, -1.46058, -3.94879], [4.00770, -1.12533, -3.49901], [3.91288, -0.47526, -0.07931], [3.69511, 1.24797, -0.23677], [5.55070, -0.45093, -2.01931], [6.08156, 0.60034, -0.71780], [5.34705, 1.29511, -2.15731], [3.61468, 1.41538, -3.74647], [2.71439, 2.47321, -2.66442], [1.46634, 0.72473, -4.86605], [1.64205, 2.47380, -4.93384], [0.55270, 1.74410, -3.75413]]
}

=====

No. 2
{
  "formula": "C15H18Br24O3Si",
  "method": "the ωB97M-V functional and the def2-TZVPD basis",
  "orbital_gap_ev": 8.971,
  "e_tot_ev": -1710879.8807,
  "fmax_ev_per_a": 3.596,
  "e_homo_ev": -9.19,
  "molar_mass_da": 2192.088,
  "symbols": ["C", "C", "C", "Si", "C", "C", "O", "C", "C", "O", "O", "H", "H", "H", "H", "H", "H", "H", "H", "H", "H", "C", "Br", "Br", "Br", "H", "C", "Br", "Br", "Br", "H", "C", "Br", "Br", "Br", "H", "C", "Br", "Br", "Br", "H", "C", "Br", "Br", "Br", "H", "C", "Br", "Br", "Br", "H", "C", "Br", "Br", "Br", "H", "C", "Br", "Br", "Br", "H"],
  "positions_angstrom": [[2.51616, -1.55876, 2.61097], [1.69347, -2.19606, 2.01356], [0.84807, -2.82873, 0.94914], [-0.95789, -2.28973, 1.08221], [-1.77914, -2.76765, 2.73831], [-3.19129, -2.12823, 2.71860], [-3.54096, -1.36833, 3.58193], [-1.24258, -0.42943, 0.76302], [0.09042, 0.38083, 0.65856], [0.85874, 0.22464, -0.24349], [0.38566, 1.31025, 1.62508], [3.19100, -0.80717, 2.99582], [1.19951, -2.54712, -0.06520], [0.93638, -3.93462, 1.01332], [-1.68185, -3.04467, 0.02798], [-1.92390, -3.86562, 2.79676], [-1.21358, -2.40850, 3.61627], [-3.89367, -2.34320, 1.87321], [-1.87670, 0.06533, 1.52680], [-1.78709, -0.34579, -0.18988], [-0.23744, 1.11496, 2.34775], [-3.03169, -6.42524, 0.56269], [-2.03650, -7.25600, 1.99274], [-4.92784, -6.39045, 0.92989], [-2.33742, -4.63012, 0.16608], [-2.89026, -7.03704, -0.32140], [4.89314, -4.88610, 1.49338], [6.07589, -3.86833, 0.36209], [3.97948, -3.74625, 2.76742], [3.64464, -5.93850, 0.46089], [5.50587, -5.58134, 2.05341], [-2.32251, 2.42494, -2.33146], [-1.60344, 3.74169, -3.54644], [-1.12533, 2.08425, -0.85243], [-4.09797, 2.89890, -1.72769], [-2.41377, 1.49875, -2.88508], [0.17545, 7.42054, -5.00412], [1.02518, 7.33762, -3.27432], [1.01764, 8.71735, -6.15917], [0.07832, 5.68104, -5.83415], [-0.84307, 7.75186, -4.84314], [1.35238, 4.81760, 3.48604], [-0.25255, 4.67815, 2.42165], [1.16108, 6.11531, 4.90400], [1.91069, 3.10011, 4.16444], [2.13818, 5.17310, 2.83224], [-3.58812, 4.97758, -7.83775], [-5.15269, 5.04906, -8.96504], [-3.73918, 6.17119, -6.32905], [-3.18443, 3.17354, -7.28340], [-2.75118, 5.32183, -8.43221], [5.83114, -2.77682, -3.74221], [4.49988, -1.65455, -2.90742], [7.61519, -2.08334, -3.48702], [5.68849, -4.60885, -3.15366], [5.63479, -2.76709, -4.80646], [-0.77098, 0.60367, 6.23640], [-0.93267, 2.50360, 5.94956], [-2.44302, -0.18742, 6.78111], [-0.02444, -0.28464, 4.68825], [-0.07153, 0.46089, 7.05024]]
}

=====

No. 3
{
  "formula": "C14H8INO8S3W",
  "method": "the ωB97M-V functional and the def2-TZVPD basis",
  "orbital_gap_ev": 7.429,
  "e_tot_ev": -74948.6180,
  "fmax_ev_per_a": 0.474,
  "e_homo_ev": -8.41,
  "molar_mass_da": 725.162,
  "symbols": ["W", "O", "S", "O", "O", "C", "C", "C", "C", "C", "C", "S", "O", "O", "O", "H", "H", "H", "H", "I", "C", "C", "C", "C", "C", "C", "C", "O", "O", "H", "H", "H", "H", "S", "C", "N"],
  "positions_angstrom": [[0.26037, -1.82025, -0.34441], [-0.14603, -2.08251, 1.72890], [0.00832, -0.64219, 2.16061], [0.94950, -0.40096, 3.19245], [0.26783, -0.03139, 0.80522], [-1.55960, -0.02306, 2.70006], [-1.73623, -0.01544, 4.07926], [-2.92492, 0.43973, 4.62472], [-3.92925, 0.91011, 3.79504], [-3.74499, 0.92874, 2.42136], [-2.57199, 0.45116, 1.86193], [-2.48902, 0.58346, 0.04536], [-3.48564, 1.58753, -0.28687], [-3.29925, -0.88867, -0.17342], [0.89408, -0.09608, -3.49901], [-0.93289, -0.35608, 4.71702], [-3.05458, 0.43853, 5.69824], [-4.85581, 1.27833, 4.21459], [-4.50162, 1.32781, 1.75852], [4.68386, 3.56141, -4.37210], [3.92201, 1.87140, -3.42523], [4.67852, 1.24722, -2.43474], [4.15727, 0.13872, -1.80673], [2.91501, -0.38434, -2.17590], [2.16235, 0.26206, -3.16937], [2.67757, 1.39619, -3.78921], [2.32247, -1.42863, -1.33976], [2.47277, -1.54245, -0.09653], [1.43738, -2.28722, -1.85537], [5.64647, 1.63611, -2.15494], [4.70581, -0.34792, -1.01082], [0.83092, -1.06049, -3.51391], [2.07775, 1.88526, -4.54324], [-3.68880, -2.79385, -1.89710], [-2.75409, -1.83186, -1.00028], [-1.39556, -1.91040, -0.91436]]
}

=====

No. 4
{
  "formula": "C16H12BBr2F4N6O6Tl",
  "method": "the ωB97M-V functional and the def2-TZVPD basis",
  "orbital_gap_ev": 5.772,
  "e_tot_ev": -194348.0122,
  "fmax_ev_per_a": 3.233,
  "charge": -2,
  "e_homo_ev": -2.45,
  "molar_mass_da": 835.303,
  "symbols": ["Tl", "N", "N", "C", "O", "O", "H", "H", "H", "Br", "C", "C", "C", "N", "C", "C", "C", "C", "C", "Br", "C", "C", "N", "H", "H", "H", "H", "H", "H", "O", "C", "O", "C", "C", "N", "N", "C", "C", "O", "O", "H", "H", "H", "F", "B", "F", "F", "F"],
  "positions_angstrom": [[8.13038, -4.28456, 14.76522], [5.33179, -4.37152, 15.34707], [5.19210, -3.40321, 16.28582], [5.59346, -2.04357, 15.92071], [5.16988, -1.11853, 16.65279], [6.35675, -1.95231, 14.92399], [5.02754, -4.06376, 14.39930], [4.99430, -5.32672, 15.62655], [4.30716, -3.38778, 16.80749], [5.76401, -2.44202, 7.77485], [6.12957, -3.02523, 9.52541], [5.75246, -2.27650, 10.66026], [6.06534, -2.77406, 11.93122], [6.68437, -3.95101, 12.10886], [7.00279, -4.71261, 11.05130], [6.71654, -4.26884, 9.73039], [7.73353, -5.96611, 11.31180], [8.37695, -6.67334, 10.26512], [8.98804, -7.85748, 10.58031], [9.81289, -9.00665, 9.30997], [8.99224, -8.28286, 11.93973], [8.34474, -7.51801, 12.89492], [7.69714, -6.39091, 12.56985], [5.16446, -1.34959, 10.56172], [5.87432, -2.23340, 12.88507], [6.86961, -4.94622, 8.87761], [8.46138, -6.23684, 9.25979], [9.46894, -9.21618, 12.20993], [8.25665, -7.79774, 13.92694], [11.32970, -5.52480, 20.27330], [10.07461, -5.18518, 20.53813], [9.65374, -5.14115, 21.68651], [9.16502, -4.71217, 19.46749], [7.87171, -4.28131, 19.65126], [7.34453, -4.06543, 18.41339], [8.18965, -4.41499, 17.44433], [9.32162, -4.76061, 18.01879], [10.47456, -5.19188, 17.14625], [11.51392, -5.63197, 17.71554], [10.32894, -5.12799, 15.88880], [11.49632, -5.59567, 19.23012], [7.36119, -4.17320, 20.59308], [6.43056, -3.69972, 18.17591], [7.20056, -6.87666, 15.41626], [6.11245, -7.73555, 15.39626], [4.99937, -7.02629, 15.95696], [6.37266, -8.83519, 16.18876], [5.80932, -8.11532, 14.07340]]
}